# 1
Here is a cluster of 2 separate species, C16H16F4N in total from the Open Molecules 2025 dataset. Energies are from the ωB97M-V functional and the def2-TZVPD basis.

Summary:
Relative energy (zero: lowest compared OMol25 entry of this formula, charge and spin): 0.8640 eV
F_max: 3.08 eV Å⁻¹
Net charge: +1
LUMO: -5.57 eV
Kohn-Sham gap: 7.59 eV
E_HOMO: -13.2 eV

Geometry (Å):
C1 0.86242 1.92135 0.71864
N1 -0.48407 1.33161 0.93317
C2 -0.32048 -0.13475 0.73736
C3 -0.81389 1.52404 2.36917
H1 0.82758 2.99191 0.92169
H2 1.63780 1.47075 1.38267
H3 1.17745 1.74454 -0.31035
H4 -1.25816 -0.65114 0.95463
H5 -0.01437 -0.33785 -0.29104
H6 0.45896 -0.58130 1.40107
H7 -1.76509 1.03960 2.59224
H8 -0.04531 1.07960 3.04534
H9 -0.87249 2.59209 2.58097
F1 -4.67666 5.54573 2.57649
C4 -4.48205 4.29403 2.01715
C5 -5.29335 3.26324 2.48998
C6 -5.06897 2.02142 1.88710
F2 -5.87969 0.96932 2.26391
C7 -4.09424 1.79735 0.92213
C8 -3.16611 2.83034 0.57454
C9 -1.94568 2.43328 -0.12005
C10 -1.28598 3.34048 -1.06018
C11 -0.73143 2.79151 -2.26009
C12 0.15866 3.54547 -3.02551
F3 0.80769 2.93112 -4.07801
C13 0.42687 4.89073 -2.78517
C14 -0.21538 5.44078 -1.68421
F4 -0.00031 6.78261 -1.42249
C15 -1.06550 4.72115 -0.84018
C16 -3.52903 4.13638 1.01239
H10 -6.06126 3.41325 3.23917
H11 -3.96534 0.81205 0.48138
H12 -2.03687 1.40542 -0.53513
H13 -0.93046 1.75331 -2.50315
H14 1.08999 5.47049 -3.42606
H15 -1.44177 5.22425 0.05185
H16 -3.02310 5.03380 0.65299

These are the Löwdin partial charges, in e, on atoms 1 to 2:
1 C -0.057
2 N -0.281



# 2
Here is a structure of composition C21H27N4S4Tl from the Open Molecules 2025 dataset. Energies are from the ωB97M-V functional and the def2-TZVPD basis.

Summary:
Relative energy (zero: lowest compared OMol25 entry of this formula, charge and spin): 0.0149 eV
F_max: 0.11 eV Å⁻¹
Net charge: -2
LUMO (spin up / spin down): 4.03 / 4.03 eV
Kohn-Sham gap (spin up / spin down): 4.16 / 3.84 eV
E_HOMO (spin up / spin down): -0.1 / 0.2 eV

Geometry (Å):
Tl1 0.87999 -0.73435 -2.20233
C1 3.08119 -4.15605 0.62789
C2 2.69679 -3.35034 -0.58403
N1 1.51210 -2.76030 -0.71316
N2 0.69884 -2.70544 0.41966
C3 -0.16816 -3.63221 0.81610
N3 -1.05650 -3.18935 1.75880
S1 -0.18699 -5.24511 0.30872
C4 3.63890 -3.19455 -1.63322
C5 4.85286 -3.94568 -1.69102
C6 5.72949 -3.76030 -2.72358
C7 5.43016 -2.81971 -3.73288
C8 4.22911 -2.12938 -3.60754
N4 3.35857 -2.28336 -2.62926
H1 2.41517 -3.93445 1.45781
H2 4.10506 -3.92213 0.93009
H3 3.01231 -5.22874 0.43102
H4 0.48579 -1.71209 0.62150
H5 -1.26933 -2.19666 1.80499
H6 -1.81048 -3.82702 1.93837
H7 5.06713 -4.68022 -0.92587
H8 6.64531 -4.34149 -2.76633
H9 6.09098 -2.64011 -4.57074
H10 3.95339 -1.39125 -4.36106
C9 -1.97677 3.62482 1.61940
C10 -0.79312 4.31090 0.94675
S2 -0.92474 4.74127 -0.80648
C11 -0.71866 3.14143 -1.62486
C12 -1.90391 2.19379 -1.58058
S3 -3.41309 2.69471 -2.44314
C13 -4.17910 3.89164 -1.31139
C14 -4.38007 3.40606 0.13233
S4 -3.59633 4.41806 1.42340
H11 -1.78793 3.57951 2.69263
H12 -2.06893 2.58293 1.31589
H13 0.08857 3.68064 1.08945
H14 -0.59813 5.27066 1.43172
H15 0.12779 2.61492 -1.17434
H16 -0.46426 3.38329 -2.65876
H17 -2.14411 1.91451 -0.55684
H18 -1.59051 1.25935 -2.05035
H19 -5.14774 4.09048 -1.77643
H20 -3.60792 4.81527 -1.31462
H21 -4.04017 2.37942 0.27359
H22 -5.44311 3.41542 0.37868
C15 0.30917 0.18498 -0.09780
C16 -0.44291 0.36502 1.02223
C17 0.08373 0.94187 2.26679
C18 -0.66891 1.07507 3.40180
C19 -2.02843 0.70004 3.46998
C20 -2.58150 0.16010 2.30472
C21 -1.86034 -0.00660 1.13876
H23 1.12747 1.23919 2.27305
H24 -0.19170 1.49408 4.28609
H25 -2.60760 0.81321 4.37688
H26 -3.62560 -0.14853 2.30689
H27 -2.34283 -0.44723 0.27063

These are the Löwdin partial charges, in e, on atoms 1 to 2:
1 Tl 0.523
2 C -0.076



# 3
Here is the ion C2H6N3OS with charge +1 from the Open Molecules 2025 dataset. Energies are from the ωB97M-V functional and the def2-TZVPD basis.

Summary:
Relative energy (zero: lowest compared OMol25 entry of this formula, charge and spin): 6.3328 eV
F_max: 4.69 eV Å⁻¹
Net charge: +1
LUMO: -6.62 eV
Kohn-Sham gap: 6.67 eV
E_HOMO: -13.3 eV

Geometry (Å):
N1 -1.49558 -1.12409 -0.30891
N2 -1.36211 0.22428 -0.16854
O1 -1.93715 0.67494 0.78796
C1 -0.33689 0.84142 -0.87439
C2 1.16465 0.61695 -0.26877
N3 1.47241 0.43785 0.95470
S1 0.86269 0.20203 2.44310
H1 -0.91961 -1.83305 -0.69659
H2 -2.15175 -1.45604 0.43278
H3 -0.25739 1.90270 -0.84023
H4 -0.14142 0.60647 -1.95876
H5 1.95460 0.88523 -0.96769
H6 2.13977 -0.06689 3.08254

These are the Löwdin partial charges, in e, on atoms 1 to 2:
1 N 0.248
2 N -0.239



# 4
Here is a structure of composition C14H23Al3B2ClF12N6O13S from the Open Molecules 2025 dataset. Energies are from the ωB97M-V functional and the def2-TZVPD basis.

Summary:
F_max: 3.36 eV Å⁻¹
Net charge: +1
LUMO: -9.73 eV
Kohn-Sham gap: 1.56 eV
E_HOMO: -11.3 eV

Geometry (Å):
C1 0.29668 2.57152 0.23056
N1 0.35805 1.26273 -0.48903
C2 1.03544 1.35801 -1.82773
C3 -0.91979 0.58886 -0.58266
O1 -0.89927 -0.52501 -0.98900
C4 -2.27167 1.19934 -0.17058
N2 -3.36876 0.20005 -0.13255
C5 -4.49271 0.96944 0.54724
C6 -5.61974 1.14276 -0.52781
B1 -5.47119 2.46055 -1.44595
O2 -5.48463 3.71622 -0.80026
O3 -5.33004 2.38936 -2.80678
N3 -5.37306 -0.05500 -1.38328
C7 -3.95665 -0.15768 -1.34117
N4 -3.39345 -0.60541 -2.45899
H1 0.20118 2.43413 1.33090
H2 1.27927 3.05519 0.07818
H3 -0.52141 3.23142 -0.09799
H4 1.38840 2.38207 -2.03543
H5 1.94323 0.71265 -1.83020
H6 0.34954 0.99031 -2.60629
H7 -2.14591 1.58015 0.86453
H8 -2.54978 2.09682 -0.76450
H9 -4.29435 2.01796 0.83454
H10 -4.79229 0.44173 1.46912
H11 -6.56962 1.03401 0.02406
H12 -4.57922 4.04941 -0.69706
H13 -4.83909 3.18248 -3.08637
H14 -5.72904 -0.86363 -0.85299
H15 -3.49677 -0.05886 -3.31286
H16 -2.91883 -1.50180 -2.55520
N5 -0.54789 1.65126 -5.32557
O4 0.59470 1.72402 -5.76457
O5 -1.44426 1.14630 -5.99327
O6 -0.79867 2.09189 -4.18443
Al1 1.34569 -0.07818 0.73465
Cl1 2.18471 -2.45949 0.32709
F1 1.75683 4.84731 2.47836
Al2 0.38993 5.86868 2.27906
F2 0.72136 7.08078 1.12642
F3 -0.04242 6.57779 3.80897
F4 -0.97301 4.89962 1.74119
C8 0.30061 -5.82317 -0.21263
F5 1.56708 -5.90150 0.20940
F6 -0.03530 -4.52016 -0.17809
F7 0.29424 -6.18890 -1.48126
S1 -0.83050 -6.85365 0.80801
O7 -0.71233 -6.33545 2.15661
O8 -0.34359 -8.21174 0.67699
O9 -2.14669 -6.66159 0.23702
Al3 -1.66946 4.61442 4.43642
N6 1.87041 5.57689 -1.50779
O10 2.06014 4.98493 -0.43997
O11 0.94641 5.21267 -2.24786
O12 2.58630 6.50437 -1.83340
B2 2.38384 -7.74715 -3.31074
F8 1.82961 -6.57429 -3.86518
F9 3.22632 -7.39943 -2.22985
F10 1.34448 -8.58141 -2.83513
F11 3.12122 -8.43056 -4.28708
F12 8.63660 -2.10017 4.35618
C9 7.53742 -2.41871 3.68307
C10 6.54600 -1.45690 3.50953
C11 5.40624 -1.78772 2.80551
C12 5.25463 -3.07686 2.28695
C13 6.25786 -4.03361 2.47405
C14 7.40398 -3.70409 3.16814
H17 6.68053 -0.46721 3.92613
H18 4.62997 -1.04843 2.65564
H19 4.35825 -3.33465 1.73868
H20 6.13622 -5.03194 2.07497
H21 8.19575 -4.42649 3.31657
O13 -4.28928 6.89899 5.15148
H22 -4.42775 7.12578 6.07879
H23 -5.14073 6.54798 4.86648

These are the Löwdin partial charges, in e, on atoms 1 to 2:
1 C -0.083
2 N -0.284